[1]
Here is the molecule C2H3NS from OMol25. Energies are from wB97M-V/def2-TZVPD.

The geometry in ORCA input format:
```
! wB97M-V def2-TZVPD RIJCOSX def2/J DEFGRID3
* xyz 0 1
C 1.350 0.386 0.029
C 0.404 -0.657 -0.041
N 1.054 1.575 -0.045
S 2.894 -0.276 0.058
H -0.462 -0.672 -0.597
H 0.622 -1.480 0.522
H 0.088 1.657 -0.117
*
```

orbital gap (alpha / beta)	6.40 / 6.41	eV
ΔE to the lowest compared entry with this formula, charge and spin	81.3	kcal/mol



[2]
Here is a structure of composition C2H3NS from OMol25. Energies are from wB97M-V/def2-TZVPD.

The geometry in ORCA input format:
```
! wB97M-V def2-TZVPD RIJCOSX def2/J DEFGRID3
* xyz 0 1
C -0.286 0.727 -0.096
C 1.856 1.010 -0.740
N -0.686 -0.610 -0.314
S 1.409 0.012 0.379
H -0.333 0.908 1.064
H -0.507 -1.146 0.510
H -1.454 -0.900 -0.803
*
```

orbital gap	9.11	eV
ΔE to the lowest compared entry with this formula, charge and spin	153.6	kcal/mol



Across the entries above, largest force on an atom takes the values 4.1; 3.6 eV/A, respectively.